[1]
Computed, not measured: a molecular structure, C36H28FN8O12Sr in a non-equilibrium geometry, with ωB97M-V with the def2-TZVPD basis set.

Output
- HOMO: -5.49 eV
- Largest force on an atom: 3.78 eV/Å
- Total charge: -1
- LUMO energy: 0.0388 Ha
- Calculated total energy: -77828.3013 eV
- Kohn-Sham gap: 6.55 eV
- Energy above the lowest of the compared OMol25 structures with the same formula, charge and spin: 0.0000 eV

Cartesian coordinates (Å):
Sr -0.449781 -3.393826 0.841272
O -0.466137 1.547184 0.887522
C -0.555112 0.360364 1.042524
N -0.209353 -0.539654 0.149258
C 0.597498 -0.334412 -0.794474
O 1.207215 0.852001 -0.980629
C 0.823957 -1.312360 -1.797642
C 1.672660 -1.108547 -2.868924
C 1.779161 -2.053768 -3.850145
C 1.020121 -3.167433 -3.673372
C 0.227454 -3.360330 -2.516984
N 0.166387 -2.440286 -1.560146
C -0.822557 -0.172159 2.469545
C -0.532047 0.727623 3.462291
C -0.321635 0.260439 4.771561
C -0.440136 -1.105525 4.905255
C -0.880146 -1.911632 3.871892
N -1.118550 -1.426214 2.681178
H 2.142148 -0.133474 -2.972765
H 2.136632 -1.886639 -4.839525
H 1.101226 -3.923745 -4.406115
H -0.345455 -4.212575 -2.425372
H -0.442230 1.736581 3.192910
H -0.164146 0.902183 5.557573
H -0.347455 -1.567954 5.921696
H -0.999291 -2.969769 4.059985
F 0.026394 2.866719 -4.705516
C -0.547645 2.199434 -3.628616
C -0.854921 0.902412 -3.799679
C -1.668698 0.223496 -2.918361
C -2.036358 -1.169567 -3.265655
O -1.776198 -1.818096 -4.310985
C -2.647245 -1.877252 -2.104874
C -3.046344 -1.081609 -1.047421
N -2.929330 0.295250 -0.930221
C -3.446851 0.942588 0.213943
C -3.767139 0.075423 1.410627
C -4.873939 0.733351 0.632444
C -2.218687 0.943909 -1.860693
C -2.003484 2.345436 -1.717873
C -1.172474 2.964211 -2.609349
N -0.998028 4.302325 -2.430425
C -1.955469 5.139983 -1.675966
C -1.604608 5.225055 -0.242543
N -0.192852 5.569755 -0.157794
C 0.477632 5.978479 -1.372631
C 0.142373 5.168284 -2.711919
C -2.831541 -3.427714 -1.854355
O -3.044787 -4.070745 -2.849326
O -2.641018 -3.820157 -0.665500
H -0.648753 0.417301 -4.712803
H -3.476384 -1.431727 -0.127819
H -2.949900 1.850064 0.442610
H -3.633783 0.515714 2.346354
H -3.768145 -0.975258 1.421496
H -5.382594 1.539780 1.100790
H -5.284044 0.114597 -0.116648
H -2.621632 2.809234 -0.992695
H -2.946353 4.800555 -1.836394
H -1.927350 6.184045 -2.008054
H -1.658977 4.260468 0.225449
H -2.324846 5.911641 0.280409
H 0.762629 1.548092 -0.472012
H 0.412187 5.575225 0.617470
H 1.581226 6.033253 -1.438234
H 0.224515 7.031973 -1.647047
H 1.103590 4.568130 -2.885148
H -0.021540 5.922449 -3.473028
O 0.790431 -4.893126 2.442246
C 1.529823 -4.394023 3.349337
O 1.270915 -4.271411 4.533257
C 2.856232 -3.791462 2.843678
C 3.985088 -3.889064 3.695383
C 5.170250 -3.211212 3.380627
C 5.233971 -2.271766 2.373280
C 4.159650 -2.226551 1.550940
C 2.915869 -2.821699 1.784735
O 1.906594 -2.537774 1.068881
N 4.320767 -1.277638 0.434652
O 5.030939 -0.275752 0.643697
O 3.818000 -1.610263 -0.652484
N 6.420659 -3.486853 4.051194
O 6.351423 -4.264790 4.987678
O 7.478400 -3.044129 3.586239
H 3.955698 -4.575054 4.551489
H 6.196238 -1.810011 2.124795

Force components x, y, z for each atom (eV/Å):
0.2 0.2 -0.2
-0.2 2.7 -0.3
0.0 -0.6 2.5
-1.3 -3.1 0.5
1.0 3.6 -0.3
0.3 -1.0 -0.7
1.3 -1.2 -0.5
0.0 1.9 0.2
-1.2 -0.1 0.0
-0.5 -1.0 1.2
2.0 1.9 -0.9
-0.1 -1.3 -1.0
0.2 1.6 -1.4
0.3 -0.7 1.4
-1.1 -1.4 -3.1
-0.2 -0.6 2.7
0.1 -0.1 1.1
0.4 -1.6 -1.4
0.0 -0.2 0.1
1.1 0.3 -0.2
-0.4 -0.8 -0.7
-1.2 -1.8 0.3
0.3 1.2 -0.2
0.6 1.3 1.7
0.2 0.4 -1.2
-0.1 -0.1 -0.1
0.0 -0.2 1.1
-0.3 1.1 -0.9
-0.2 0.4 -0.2
-0.4 -0.7 -0.6
-0.2 -2.9 0.1
0.1 2.4 1.5
-0.8 1.5 2.0
0.3 -0.1 -0.7
-0.5 -1.7 -0.6
-0.1 -0.8 1.6
-1.0 1.1 -0.7
1.4 0.1 -0.4
0.5 1.4 -0.3
-0.5 -2.8 -1.0
0.6 0.9 0.5
-0.1 3.0 -0.6
0.6 -0.3 -0.9
0.8 0.0 1.9
0.9 0.5 -2.1
-0.3 1.6 -2.0
1.9 -1.7 1.8
0.9 1.9 -0.4
-0.5 -1.3 -1.1
0.5 0.1 1.0
0.7 -0.5 -0.9
0.0 -1.1 -0.6
0.2 0.5 0.3
0.5 0.6 1.4
0.4 -0.9 0.1
-0.7 0.4 0.0
-1.4 -0.5 -0.4
0.2 0.8 0.2
-1.0 -0.4 0.0
0.1 -0.3 -0.7
-0.6 -0.6 0.4
0.7 -0.2 -0.3
-0.3 -0.1 0.5
-0.2 -0.4 1.2
-0.4 -0.4 1.3
-0.1 -0.3 0.3
-1.7 0.6 -0.4
-0.1 -0.2 -0.5
-0.8 0.1 -0.5
0.7 0.6 -1.4
-0.2 -0.1 1.0
1.6 0.7 2.2
-0.9 -0.7 -0.9
0.3 0.7 0.2
1.1 -1.2 -0.1
0.5 2.2 -0.9
-1.4 -1.4 -0.4
-0.8 0.2 -0.1
0.1 -0.3 -0.7
-1.3 -1.2 -0.9
0.9 1.2 1.4
0.1 -0.7 -0.3
0.6 0.1 0.4
-0.8 -0.1 0.7
0.0 0.4 -0.4
-0.7 0.0 0.2

In elementary charge units, the Löwdin charges are:
1 Sr 1.56
2 O 0.08
3 C -0.42
4 N 0.19
5 C -0.30
6 O 0.15
7 C -0.24
8 C 0.02
9 C -0.03
10 C -0.01
11 C -0.07
12 N 0.06
13 C -0.22
14 C 0.02
15 C -0.01
16 C -0.04
17 C -0.13
18 N 0.06
19 H 0.13
20 H 0.11
21 H 0.10
22 H 0.09
23 H 0.10
24 H 0.08
25 H 0.13
26 H 0.11
27 F 0.03
28 C -0.16
29 C 0.04
30 C -0.09
31 C -0.29
32 O 0.03
33 C 0.00
34 C 0.02
35 N 0.00
36 C -0.25
37 C -0.09
38 C -0.04
39 C -0.15
40 C 0.05
41 C -0.16
42 N -0.06
43 C -0.16
44 C -0.21
45 N -0.04
46 C -0.21
47 C -0.13
48 C -0.71
49 O 0.05
50 O -0.17
51 H 0.13
52 H 0.10
53 H 0.11
54 H 0.09
55 H 0.08
56 H 0.10
57 H 0.10
58 H 0.09
59 H 0.12
60 H 0.13
61 H 0.09
62 H 0.13
63 H 0.10
64 H 0.10
65 H 0.11
66 H 0.09
67 H 0.14
68 H 0.10
69 O -0.20
70 C -0.68
71 O 0.02
72 C -0.02
73 C 0.07
74 C -0.17
75 C 0.05
76 C -0.09
77 C -0.33
78 O -0.17
79 N -0.30
80 O 0.04
81 O 0.06
82 N -0.36
83 O 0.05
84 O 0.03
85 H 0.13
86 H 0.14

[2]
Computed, not measured: a molecular structure, C15H24Cl2NO2PPb in a non-equilibrium geometry, with ωB97M-V with the def2-TZVPD basis set.

Output
- HOMO: -7.76 eV
- Largest force on an atom: 4.77 eV/Å
- Total charge: 0
- LUMO energy: 0.0110 Ha
- Calculated total energy: -61108.9306 eV
- Kohn-Sham gap: 8.06 eV
- Energy above the lowest of the compared OMol25 structures with the same formula, charge and spin: 0.1489 eV

Cartesian coordinates (Å):
C 1.470792 -2.815741 -2.157142
C 2.020873 -2.591507 -0.897475
C 1.439396 -1.656800 -0.023983
C 0.296795 -0.960076 -0.413758
C -0.264096 -1.190501 -1.672373
C 0.323841 -2.126207 -2.539070
C 2.106635 -1.478786 1.317605
C 2.523230 -0.064044 1.750886
N 1.834492 1.055847 0.995494
Pb -0.288127 0.720474 1.104106
C -1.519454 -0.495412 -2.153036
P -1.784175 1.151287 -1.366255
H 2.917564 -3.125859 -0.576100
H -0.132761 -2.292846 -3.516891
H 1.935741 -3.531477 -2.834216
H -2.407564 -1.098638 -1.896801
H -1.503646 -0.348582 -3.244486
H 1.441188 -1.876168 2.101063
H 3.022591 -2.083863 1.332686
H 2.291628 0.074905 2.814941
C -3.480198 1.543100 -1.903121
C -0.745681 2.234006 -2.411231
H 3.609286 0.070714 1.613083
C 2.460373 1.185531 -0.381609
C 2.107060 2.346140 1.730953
H -3.031430 2.399763 2.735525
H 2.717076 2.238052 -0.567632
H 3.378564 0.582000 -0.430107
H 1.776797 0.847987 -1.167111
H 3.140720 2.673294 1.539790
H 1.419231 3.122131 1.365751
H 1.959545 2.203226 2.808432
H -1.163854 2.290171 -3.425266
H -0.749795 3.235815 -1.956707
H 0.291450 1.876352 -2.453517
H -3.540393 1.601526 -2.999294
H -4.168150 0.774075 -1.525111
H -3.760453 2.511791 -1.466063
H -2.717803 3.041938 2.184679
Cl -3.298083 -0.336188 3.648120
C -2.786739 -1.694836 2.635617
Cl -3.087403 -1.394004 0.873119
C -1.257622 -1.956011 2.797376
O -0.968131 -3.145432 2.951514
O -0.480348 -0.927462 2.760523
H -3.348962 -2.589683 2.917090

Force components x, y, z for each atom (eV/Å):
-0.1 0.0 0.1
-0.2 0.3 0.0
0.6 -0.7 -0.7
-0.4 0.5 0.5
0.3 -0.4 -0.3
0.0 0.2 0.1
0.0 -0.3 0.5
0.0 0.4 -0.2
4.7 0.9 0.0
-3.8 -0.6 0.5
-0.3 0.3 0.0
0.0 -0.5 -0.2
-0.2 0.1 -0.2
0.2 0.0 0.2
-0.1 0.1 0.1
0.2 0.1 -0.2
-0.1 -0.2 0.2
0.2 0.1 -0.4
-0.3 0.0 0.0
0.0 0.0 -0.3
-0.1 0.3 -0.1
-0.2 0.3 -0.1
-0.3 0.1 0.1
-0.2 0.2 0.2
0.2 -0.3 -0.3
1.2 2.6 -2.2
-0.1 -0.3 0.1
-0.3 0.2 0.0
0.2 0.0 0.3
-0.3 -0.1 0.2
0.2 -0.2 0.1
-0.1 0.1 -0.3
0.3 0.1 0.1
0.1 -0.2 -0.3
-0.3 0.0 0.0
-0.1 0.0 0.2
0.2 0.2 -0.1
-0.1 -0.3 -0.2
-1.3 -2.5 2.2
-0.2 -0.1 -0.2
0.5 -0.1 -0.1
-0.1 0.1 0.5
0.4 -0.7 0.1
0.0 1.2 -0.1
-0.6 -1.0 0.2
0.1 0.4 -0.2

In elementary charge units, the Löwdin charges are:
1 C -0.08
2 C -0.04
3 C -0.27
4 C -0.23
5 C -0.32
6 C -0.06
7 C -0.14
8 C -0.18
9 N -0.47
10 Pb 1.15
11 C -0.34
12 P 0.73
13 H 0.11
14 H 0.11
15 H 0.10
16 H 0.07
17 H 0.09
18 H 0.10
19 H 0.11
20 H 0.12
21 C -0.28
22 C -0.28
23 H 0.12
24 C -0.05
25 C -0.12
26 H 0.01
27 H 0.09
28 H 0.10
29 H 0.06
30 H 0.10
31 H 0.07
32 H 0.09
33 H 0.04
34 H 0.04
35 H 0.03
36 H 0.05
37 H 0.04
38 H 0.04
39 H 0.03
40 Cl 0.58
41 C -0.95
42 Cl 0.59
43 C -0.77
44 O 0.03
45 O -0.29
46 H 0.07

- The highest total charge belongs to which entry?
  C15H24Cl2NO2PPb